Entry 1:
24
Properties=species:S:1:pos:R:3:lowdin_charge:R:1 method="wB97M-V/def2-TZVPD" e_homo_ha=-0.326 fmax_ev_per_a=3.351 smiles=c1ccccc1.c1ccccc1 e_tot_ha=-464.39098 de_lowest_kcal_mol=50.9 homo_lumo_gap_ev=9.8
C 3.59 -0.69 0.65 -0.102
C 3.63 0.67 0.45 -0.099
C 2.57 1.30 -0.20 -0.086
C 1.46 0.60 -0.63 -0.107
C 1.42 -0.78 -0.39 -0.097
C 2.47 -1.42 0.25 -0.077
H 4.41 -1.24 1.11 0.103
H 4.52 1.22 0.75 0.102
H 2.61 2.40 -0.35 0.114
H 0.63 1.13 -1.11 0.081
H 0.55 -1.38 -0.68 0.082
H 2.42 -2.50 0.45 0.106
C -1.32 -0.06 -0.66 -0.100
C -1.77 1.23 -0.26 -0.108
C -2.88 1.28 0.56 -0.099
C -3.65 0.09 0.75 -0.086
C -3.32 -1.15 0.20 -0.101
C -2.09 -1.25 -0.41 -0.081
H -0.31 -0.09 -1.21 0.052
H -1.47 2.21 -0.71 0.120
H -3.06 2.25 1.11 0.121
H -4.61 0.18 1.14 0.074
H -4.12 -1.86 0.01 0.105
H -1.69 -2.13 -0.83 0.082



Entry 2:
55
Properties=species:S:1:pos:R:3:lowdin_charge:R:1 method="wB97M-V/def2-TZVPD" e_homo_ha="-0.178 / -0.214" s_squared=6.04 fmax_ev_per_a=0.643 charge=-1 spin_multiplicity=5 e_tot_ha=-4496.04913 de_lowest_kcal_mol=37.1 homo_lumo_gap_ev="7.0 / 7.6"
Os -0.08 0.01 -0.95 1.210
C 1.49 -2.37 3.33 -0.017
N 0.57 -1.26 3.25 -0.109
C 0.49 -0.22 4.15 -0.045
C -0.38 0.67 3.64 -0.046
N -0.82 0.20 2.43 -0.005
B -1.78 0.94 1.46 -0.464
N -3.00 0.02 1.17 -0.002
C -3.90 -0.32 2.15 -0.056
C -4.78 -1.21 1.64 -0.049
N -4.41 -1.41 0.33 -0.128
C -5.04 -2.31 -0.61 -0.049
C -3.32 -0.66 0.05 -0.714
S -2.60 -0.64 -1.50 0.703
C -0.20 -0.96 2.18 -0.703
S -0.35 -1.90 0.75 0.658
H 1.49 -2.76 4.35 0.092
H 2.50 -2.04 3.08 0.087
H 1.18 -3.15 2.64 0.064
H 1.07 -0.22 5.06 0.123
H -0.72 1.62 4.03 0.119
H -2.14 1.96 1.98 0.087
H -1.20 1.19 0.40 0.034
H -3.83 0.10 3.14 0.122
H -5.62 -1.71 2.08 0.113
H -5.86 -2.81 -0.11 0.086
H -4.32 -3.05 -0.97 0.087
H -5.41 -1.76 -1.47 0.085
F 4.92 -0.47 -0.54 0.139
C 4.28 -0.78 0.58 -0.659
F 3.56 -1.88 0.39 0.130
F 5.20 -1.06 1.52 0.113
S 3.18 0.61 1.20 0.598
O 1.83 0.21 0.84 -0.406
O 3.46 0.64 2.61 -0.286
N 3.71 1.87 0.46 -0.288
S 2.86 2.80 -0.50 0.616
O 1.55 2.29 -0.83 -0.341
O 2.98 4.17 -0.11 -0.276
C 3.84 2.69 -2.09 -0.659
F 3.00 2.74 -3.13 0.138
F 4.56 1.58 -2.18 0.119
F 4.68 3.73 -2.18 0.122
F -2.91 1.81 -3.54 0.163
C -2.15 1.22 -4.45 -0.714
F -2.94 0.57 -5.30 0.175
F -1.50 2.18 -5.12 0.179
C -0.21 0.78 -3.18 -0.689
O 0.94 0.44 -3.77 -0.078
O -0.37 1.71 -2.38 -0.010
O 0.81 -1.61 -2.41 -0.406
S 1.85 -0.85 -3.12 0.474
O 2.39 -1.47 -4.29 -0.243
O 2.74 -0.16 -2.23 -0.283
O -1.28 0.30 -3.94 0.088



Entry 3:
30
Properties=species:S:1:pos:R:3:lowdin_charge:R:1 method="wB97M-V/def2-TZVPD" e_homo_ha=-0.335 fmax_ev_per_a=4.541 smiles="CC1=NNC(=O)C[C@H]1[C@H](O)c1c(Cl)cccc1Cl" e_tot_ha=-1644.75721 de_lowest_kcal_mol=44.0 homo_lumo_gap_ev=9.4
C -1.63 2.23 0.88 -0.006
C -0.75 2.05 -0.34 -0.251
N -0.25 3.16 -0.93 0.128
N 0.34 2.99 -2.22 0.055
C 0.66 1.84 -2.85 -0.464
O 1.23 1.76 -3.95 0.042
C -0.24 0.67 -2.42 -0.042
C -0.39 0.68 -0.85 -0.197
C 0.87 0.05 -0.10 -0.259
O 1.92 -0.50 -1.02 -0.038
C 0.42 -1.01 0.82 -0.164
C 0.68 -0.86 2.30 -0.580
Cl 1.40 0.50 3.02 0.730
C 0.47 -2.03 3.14 -0.079
C 0.04 -3.31 2.61 -0.074
C -0.35 -3.41 1.27 -0.105
C -0.14 -2.29 0.38 -0.557
Cl -0.31 -2.74 -1.27 0.764
H -2.62 1.91 0.63 0.092
H -1.59 3.18 1.20 0.033
H -1.13 1.70 1.71 0.075
H 0.60 3.79 -2.76 0.139
H 0.31 -0.21 -2.80 0.098
H -1.21 0.80 -2.91 0.140
H -1.24 0.08 -0.68 0.108
H 1.34 0.85 0.54 0.124
H 1.61 -1.11 -1.68 0.025
H 0.63 -2.22 4.20 0.099
H 0.09 -4.21 3.14 0.084
H -0.76 -4.32 0.95 0.079



Entry 4:
33
Properties=species:S:1:pos:R:3:lowdin_charge:R:1 method="wB97M-V/def2-TZVPD" e_homo_ha=-0.334 fmax_ev_per_a=1.613 smiles="Nc1nonc1C(=O)NCCNC(=O)c1ccc(Cl)cc1" e_tot_ha=-1424.16598 de_lowest_kcal_mol=0.0 homo_lumo_gap_ev=9.4
N -1.91 -3.19 -1.01 0.168
C -0.97 -2.73 -0.18 -0.346
N 0.22 -3.24 0.05 0.120
O 0.79 -2.47 1.01 -0.077
N -0.01 -1.48 1.39 0.129
C -1.12 -1.59 0.70 -0.145
C -2.22 -0.62 0.66 -0.449
O -3.23 -0.81 0.01 0.090
N -1.97 0.50 1.38 0.072
C -2.58 1.76 1.03 -0.142
C -2.02 2.27 -0.31 -0.143
N -0.59 2.09 -0.37 0.070
C -0.05 0.96 -0.90 -0.456
O -0.69 0.20 -1.60 0.072
C 1.38 0.69 -0.56 -0.145
C 1.98 1.11 0.62 -0.037
C 3.28 0.74 0.91 -0.096
C 3.98 -0.06 0.03 -0.668
Cl 5.60 -0.52 0.40 0.688
C 3.39 -0.51 -1.15 -0.084
C 2.10 -0.14 -1.43 -0.006
H -1.63 -3.82 -1.74 0.110
H -2.67 -2.54 -1.19 0.093
H -1.06 0.53 1.82 0.122
H -2.39 2.47 1.84 0.119
H -3.66 1.61 0.94 0.122
H -2.43 1.66 -1.12 0.121
H -2.27 3.32 -0.47 0.120
H -0.02 2.68 0.21 0.130
H 1.44 1.71 1.34 0.108
H 3.75 1.06 1.83 0.107
H 3.94 -1.14 -1.82 0.109
H 1.61 -0.48 -2.33 0.124



Entry 5:
50
Properties=species:S:1:pos:R:3:lowdin_charge:R:1 method="wB97M-V/def2-TZVPD" e_homo_ha="-0.474 / -0.556" s_squared=24.80 fmax_ev_per_a=8.081 charge=+2 spin_multiplicity=10 e_tot_ha=-5079.44413 homo_lumo_gap_ev="5.7 / 2.8"
O 1.51 -3.37 -1.92 -0.345
V 0.39 -2.33 -2.23 0.972
O -3.22 1.15 -2.75 -0.136
V -2.21 0.24 -1.81 1.190
V -2.83 -3.27 -0.99 1.363
C -0.94 -1.47 0.02 -0.762
O -2.20 -1.18 -0.02 -0.180
O -0.67 -2.67 -0.26 -0.109
O -0.42 -0.77 -0.88 -0.148
C -2.06 -2.04 -3.41 -0.728
O -1.53 -3.06 -2.90 -0.114
O -1.24 -1.12 -3.50 -0.033
O -2.96 -1.70 -2.56 -0.176
C 1.44 -5.11 1.55 0.053
N 1.34 -4.04 2.56 -0.437
O 2.02 -4.18 3.56 0.095
O 0.77 -3.00 2.27 0.023
H 2.45 -5.52 1.61 0.108
H 1.36 -4.67 0.56 0.077
H 0.72 -5.91 1.71 0.105
C -2.94 0.49 3.15 0.039
C -4.46 0.53 3.03 -0.224
O -4.83 0.73 4.40 0.245
C -3.89 0.22 5.14 -0.389
O -3.99 -0.09 6.35 0.522
O -2.77 -0.02 4.49 0.173
F -4.92 -0.65 2.55 0.117
H -2.39 1.43 3.10 0.166
H -2.46 -0.25 2.50 0.140
H -4.84 1.31 2.37 0.196
C 2.53 0.89 0.28 -0.050
C 3.28 1.67 1.31 -0.302
O 4.35 2.25 0.56 0.155
C 3.98 2.29 -0.74 -0.559
O 4.62 2.77 -1.61 0.194
O 2.84 1.59 -0.92 0.067
F 3.84 0.94 2.30 0.097
H 1.46 0.80 0.49 0.123
H 2.82 -0.17 0.24 0.152
H 2.74 2.51 1.75 0.175
C 2.05 3.29 -3.77 -0.032
C 1.56 4.42 -2.90 -0.240
O 0.56 3.71 -2.11 0.158
C 0.26 2.56 -2.69 -0.523
O -0.55 1.75 -2.29 0.076
O 0.99 2.36 -3.78 0.138
F 0.91 5.35 -3.63 0.105
H 2.91 2.86 -3.24 0.122
H 2.34 3.66 -4.75 0.162
H 2.29 4.83 -2.21 0.178



Entry 6:
40
Properties=species:S:1:pos:R:3:lowdin_charge:R:1 method="wB97M-V/def2-TZVPD" e_homo_ha=-0.410 fmax_ev_per_a=0.845 smiles="O=C1OC[C@@H](F)O1.O=C1OC[C@@H](F)O1.O=C1OC[C@@H](F)O1.O=C1OC[C@@H](F)O1" e_tot_ha=-1766.88806 de_lowest_kcal_mol=0.0 homo_lumo_gap_ev=11.5
O -2.24 -1.34 -3.66 0.183
C -1.50 -1.35 -2.73 -0.547
O -1.85 -1.41 -1.44 0.090
C -0.67 -1.20 -0.64 -0.081
C 0.43 -1.60 -1.59 -0.292
F 0.64 -2.95 -1.57 0.071
O -0.13 -1.27 -2.85 0.101
H -0.61 -0.15 -0.38 0.097
H -0.68 -1.82 0.25 0.138
H 1.37 -1.06 -1.49 0.155
O -0.44 1.85 -1.59 0.171
C 0.13 1.85 -2.63 -0.548
O 1.30 1.25 -2.90 0.062
C 1.53 1.28 -4.31 -0.022
C 0.55 2.34 -4.81 -0.309
F -0.13 1.93 -5.91 0.079
O -0.34 2.49 -3.73 0.145
H 2.57 1.52 -4.50 0.138
H 1.24 0.29 -4.68 0.143
H 1.00 3.30 -5.03 0.168
O 1.58 0.28 0.76 0.178
C 1.93 -0.03 1.85 -0.535
O 1.22 -0.86 2.65 0.064
C 1.95 -1.09 3.86 -0.041
C 2.99 0.02 3.85 -0.288
F 4.21 -0.47 4.19 0.074
O 3.04 0.41 2.48 0.146
H 1.26 -1.02 4.69 0.143
H 2.45 -2.05 3.88 0.146
H 2.79 0.90 4.45 0.172
O -2.38 -2.27 3.76 0.183
C -2.38 -1.28 3.12 -0.550
O -2.56 -1.22 1.77 0.047
C -2.98 0.12 1.46 -0.035
C -2.22 0.90 2.52 -0.299
F -2.90 2.01 2.90 0.079
O -2.18 -0.03 3.60 0.123
H -2.73 0.41 0.45 0.132
H -4.05 0.18 1.66 0.151
H -1.19 1.15 2.28 0.167